(1)
This record from OMol25 describes a structure of composition C10H17CdClF3N4O. The level of theory is wB97M-V/def2-TZVPD.

Each line ends with the natural charge from an NBO analysis.
Cartesian coordinates (Å):
Cd 1.40192 -1.80588 0.72371  1.324
N 1.23789 -0.16624 -5.21014  -0.672
C 0.70302 0.82612 -4.19996  -0.230
C 1.28790 0.43653 -2.84251  -0.269
N 0.66541 1.00623 -1.67747  -0.824
H 0.86116 -0.01829 -6.14639  0.446
H 1.00422 -1.11840 -4.90982  0.454
H 2.25585 -0.10927 -5.26556  0.440
H -0.37965 0.72309 -4.19931  0.225
H 0.97031 1.82689 -4.53158  0.227
H 2.35634 0.66533 -2.82145  0.202
H 1.18331 -0.64442 -2.76695  0.221
H -0.32479 0.81801 -1.60996  0.372
H 0.84324 1.99230 -1.54916  0.377
F 1.63957 -2.91877 3.56492  -0.371
C 0.84921 -3.06290 2.46411  0.490
F -0.42835 -2.80806 2.91440  -0.390
F 0.85949 -4.39279 2.18506  -0.367
Cl 0.77149 -2.88656 -2.29435  -0.152
C 2.17293 -2.42768 -1.21132  -0.950
H 2.81014 -1.76607 -1.79232  0.186
H 2.70618 -3.36311 -1.07509  0.221
N -3.77136 1.94504 4.17656  -0.806
C -2.64674 2.49949 3.65881  0.643
O -2.35348 3.66901 3.77539  -0.574
C -1.74188 1.56831 2.88785  -0.070
C -2.18718 0.43997 2.21628  -0.227
C -1.27193 -0.32487 1.51917  0.052
N 0.02848 -0.02502 1.46332  -0.553
C 0.45406 1.06562 2.11442  0.045
C -0.39544 1.88929 2.82294  -0.200
H -4.34906 2.53119 4.75624  0.418
H -3.87478 0.94996 4.26541  0.400
H -3.23169 0.15696 2.21127  0.234
H -1.58895 -1.22141 1.00123  0.211
H 1.51427 1.27602 2.05570  0.207
H -0.03113 2.77439 3.32655  0.259

Summary:
**Multiplicity**: 1
**Total energy**: -1612.780526 hartree
**Kohn-Sham gap**: 0.282 Eh
**E_HOMO**: -11.2143 eV
**ΔE to the lowest compared entry with this formula, charge and spin**: 0.6099 eV
**Charge**: +1

(2)
This record from OMol25 describes a cluster of 5 separate species, C17H48N6O5 in total at a distorted geometry. The level of theory is wB97M-V/def2-TZVPD.

Each line ends with the Mulliken charge.
Cartesian coordinates (Å):
C -3.98414 1.20780 3.33526  -1.426
C -3.71592 1.69961 1.90398  0.483
C -2.52302 2.69067 1.94655  -0.756
O -1.94935 2.91369 0.62598  -0.487
C -1.02514 3.99752 0.68199  -0.861
N -3.55905 0.53569 1.04948  -0.638
H -4.01134 1.98935 4.09456  0.393
H -3.32792 0.40760 3.67754  0.292
H -4.98480 0.78319 3.41584  0.354
H -4.54564 2.28823 1.51257  0.344
H -1.73620 2.29044 2.58596  0.301
H -2.84205 3.62617 2.40607  0.557
H -0.28152 3.93167 -0.11223  0.236
H -0.39845 4.02467 1.57341  0.355
H -1.64925 4.89111 0.69022  0.347
H -3.11274 0.76228 0.17224  0.303
H -2.82860 -0.01284 1.48039  0.058
C -1.65376 -2.89717 4.17844  -1.330
C -0.08542 -2.64205 4.07515  0.310
C 0.69402 -3.46870 3.00611  -0.523
O 2.12672 -3.19160 2.91053  -0.304
C 2.80494 -3.80512 3.98528  -0.780
N 0.04079 -1.21933 3.66564  -0.675
H -1.81247 -3.97542 4.19540  0.392
H -2.24708 -2.41724 3.40014  0.160
H -2.13201 -2.73341 5.14413  0.342
H 0.33003 -2.78268 5.07300  0.404
H 0.23202 -3.29544 2.03418  0.204
H 0.64456 -4.53140 3.24341  0.435
H 3.66820 -3.16822 4.17822  0.309
H 3.12456 -4.82587 3.77541  0.277
H 2.30942 -3.67453 4.94731  0.308
H 1.01497 -0.99590 3.81110  0.317
H -0.10194 -1.18316 2.66644  0.017
C -0.75793 0.08673 -4.56996  -0.957
C -1.42243 -1.22737 -4.04568  0.060
C -0.45656 -1.99614 -3.02764  0.300
O -1.05882 -3.17099 -2.42791  -0.400
C -0.15228 -3.81060 -1.56054  -0.647
N -2.62867 -0.75802 -3.43482  -0.663
H -0.69595 0.86666 -3.81105  -0.083
H -1.33895 0.62704 -5.31733  0.402
H 0.21074 -0.27110 -4.91891  0.393
H -1.66544 -1.94859 -4.82598  0.379
H -0.50232 -1.34871 -2.15194  -0.414
H 0.55778 -2.22937 -3.35137  0.377
H 0.53927 -4.43184 -2.12968  0.377
H -0.68505 -4.41466 -0.82612  0.260
H 0.45831 -3.12899 -0.96835  0.172
H -3.16091 -1.50464 -3.01130  0.313
H -2.45611 0.02629 -2.82230  0.192
C 1.77261 2.77307 -3.90180  -1.477
C 3.14884 2.63057 -3.28531  0.890
C 3.20797 1.38329 -2.33631  -1.105
O 2.28902 1.46725 -1.21676  -0.451
C 2.88995 2.23437 -0.24441  -0.937
N 4.12611 2.67170 -4.32277  -0.738
H 1.70556 3.81070 -4.22878  0.444
H 0.95122 2.54326 -3.22311  0.140
H 1.50801 2.01209 -4.63595  0.441
H 3.23348 3.57668 -2.75070  0.140
H 4.22326 1.09980 -2.05893  0.399
H 2.84529 0.57803 -2.97515  0.255
H 2.27260 2.00006 0.62282  0.285
H 2.98065 3.31105 -0.38805  0.285
H 3.89358 1.90972 0.03025  0.382
H 5.03074 2.99110 -4.00697  0.236
H 3.84368 3.30688 -5.05548  0.261
C -0.03887 -0.21414 0.43255  0.741
O -0.84076 -0.89156 0.99162  -0.752
N 1.18676 -0.49532 0.30242  0.082
N -0.26147 0.95885 -0.02939  0.136
H 1.66782 -1.27602 0.72571  0.188
H 1.71267 0.21582 -0.18524  0.292
H 0.45217 1.32181 -0.64507  0.028
H -1.06804 1.49560 0.25597  0.053

Summary:
**Multiplicity**: 1
**Total energy**: -1381.110956 hartree
**Kohn-Sham gap**: 0.330 Eh
**E_HOMO**: -8.5796 eV
**ΔE to the lowest compared entry with this formula, charge and spin**: 2.9706 eV
**Charge**: 0

Q: Number 2 is which compound?
A: C17H48N6O5